Molecular formula: C10H21AlNO2
Method: DFT, the ωB97M-V functional and the def2-TZVPD basis

**LUMO energy**: -8.421 eV
**Net charge**: +1
**ΔE to the lowest compared entry with this formula, charge and spin**: 3.4518 eV

The geometry in XYZ format:
```
35
Properties=species:S:1:pos:R:3:forces:R:3:lowdin_charge:R:1
Al 1.688476 -1.353282 1.322601 -0.79 0.80 -1.14 1.103
C -2.522410 -1.010255 1.964841 0.23 0.57 0.20 -0.018
C -2.184817 -2.454907 1.484477 -0.31 -0.29 0.56 -0.548
C -3.077791 -2.807685 0.306037 0.66 -0.18 -1.50 -0.039
O -0.866266 -2.617845 1.206157 0.81 0.31 -0.11 -0.168
H -2.205099 -0.282233 1.219236 -0.04 -0.19 -0.12 0.038
H -2.008378 -0.783098 2.898770 0.03 -0.15 0.02 0.084
H -3.595877 -0.922010 2.123284 -0.01 -0.17 -0.04 0.094
H -2.479955 -3.114773 2.312801 0.28 0.08 0.37 0.144
H -4.133474 -2.930907 0.540521 0.05 0.30 0.36 0.095
H -2.738949 -3.750080 -0.129200 -0.02 -0.11 0.23 0.085
H -2.938876 -2.091533 -0.507784 -0.26 0.19 0.10 0.084
C 5.929906 0.369077 -0.411756 0.36 -0.55 0.28 -0.050
C 4.556106 0.045768 -0.978848 0.79 -0.34 1.41 -0.556
C 4.496200 -1.367970 -1.599098 -0.74 -0.51 -0.44 -0.041
O 3.520974 0.311591 -0.132929 -0.61 -0.63 -0.31 -0.153
H 6.676927 0.374324 -1.206293 -0.03 0.03 -0.04 0.088
H 6.217204 -0.433594 0.273517 0.06 0.06 0.11 0.088
H 5.994136 1.312960 0.125889 -0.28 0.04 -0.09 0.086
H 4.493603 0.722478 -1.853798 -0.85 0.20 -0.29 0.185
H 3.515484 -1.506593 -2.056788 0.13 0.11 -0.32 0.082
H 4.575859 -2.199489 -0.893315 0.19 0.46 0.62 0.081
H 5.289187 -1.541792 -2.324436 -0.09 0.32 -0.15 0.091
C -3.661706 1.901427 -0.731453 0.18 -0.07 0.64 -0.096
C -2.547463 2.950653 -0.781920 -0.96 0.50 0.28 -0.243
C -1.522918 2.794573 0.337572 0.97 -1.00 -0.51 -0.161
C -0.661231 1.608787 0.156792 -0.23 -0.09 0.11 -0.193
N 0.016529 0.689040 0.041768 0.38 -0.37 0.32 0.137
H -3.273137 0.880994 -0.702124 0.08 -0.02 -0.43 0.057
H -4.364011 2.024029 -1.552325 0.09 -0.11 -0.06 0.080
H -4.225201 1.988422 0.201113 -0.07 0.19 -0.03 0.079
H -2.998465 3.919541 -0.554546 -0.10 0.06 -0.32 0.114
H -2.156549 3.021070 -1.795322 0.50 -0.07 0.20 0.117
H -2.027583 2.661228 1.295253 0.02 0.21 0.05 0.128
H -0.780440 3.592080 0.401295 -0.43 0.41 0.05 0.128
```
Forces are in eV/Å.